#w
Density functional theory data (ωB97M-V/def2-TZVPD) for a 9-piece molecular cluster, C7H28O11 overall.

```
! RIJCOSX wB97M-V def2-TZVPD def2/J DEFGRID3
* xyz 0 1
O -1.75 4.80 1.96
C -1.14 5.25 1.00
O -1.62 5.21 -0.23
C -0.59 5.42 -1.18
C 0.34 6.32 -0.38
O 0.01 5.91 0.98
H -0.19 4.50 -1.60
H -1.07 5.98 -1.98
H 0.07 7.37 -0.52
H 1.37 6.08 -0.64
C 2.30 0.67 2.99
C 3.82 0.55 2.87
O 4.45 0.26 4.09
H 1.88 1.07 2.06
H 1.89 1.18 3.86
H 1.89 -0.34 2.98
H 4.19 1.56 2.67
H 4.15 -0.11 2.07
H 5.37 0.54 4.01
C -3.84 -2.23 3.37
C -4.92 -3.11 2.78
O -6.09 -2.83 3.49
H -3.09 -2.12 2.58
H -3.31 -2.54 4.27
H -4.28 -1.24 3.47
H -4.72 -4.17 2.89
H -5.18 -2.95 1.73
H -6.75 -2.69 2.80
O -1.37 1.62 -4.70
H -0.43 1.77 -4.83
H -1.78 2.44 -4.97
O 1.32 -2.78 -6.15
H 1.57 -3.00 -5.26
H 0.37 -2.95 -6.18
O 2.18 -4.79 -1.62
H 2.77 -4.04 -1.67
H 2.61 -5.39 -1.01
O 4.69 -1.64 -2.09
H 5.31 -1.23 -2.69
H 5.23 -1.92 -1.35
O -2.22 -4.77 -1.54
H -1.62 -4.81 -2.28
H -1.92 -4.02 -1.03
O -0.20 -1.05 -1.39
H 0.71 -1.31 -1.53
H -0.41 -0.47 -2.13
*
```

Results
SMILES: O=C1OCCO1.CCO.CCO.O.O.O.O.O.O
frontier orbital gap: 9.621 eV

#x
Density functional theory data (ωB97M-V/def2-TZVPD) for a 11-piece molecular cluster, C7H28O11 overall.

```
! RIJCOSX wB97M-V def2-TZVPD def2/J DEFGRID3
* xyz 0 1
C -2.91 0.32 2.32
C -1.45 0.58 2.23
C -0.61 -0.31 1.55
C 0.74 -0.18 1.46
C 1.27 1.07 1.82
O 2.44 1.50 1.30
C 0.43 2.05 2.38
C -0.88 1.74 2.74
H -3.30 -0.27 1.50
H -3.53 1.23 2.00
H -3.35 -0.13 3.20
H -0.99 -1.27 1.17
H 1.37 -0.93 0.98
H 2.99 1.09 0.60
H 0.93 2.99 2.23
H -1.32 2.56 3.23
O -2.18 3.60 -1.25
H -1.88 4.35 -0.74
H -1.55 2.86 -1.19
O 1.80 -2.02 -1.62
H 0.83 -2.24 -1.47
H 2.06 -2.62 -2.32
O -0.51 -3.40 -1.77
H -0.25 -4.27 -2.11
H -0.97 -3.66 -0.95
O -1.71 -4.32 0.67
H -2.11 -3.61 1.19
H -1.13 -4.73 1.33
O 1.72 0.97 -1.59
H 2.67 0.80 -1.46
H 1.40 0.07 -1.76
O 0.61 3.12 -0.73
H 1.37 2.50 -0.67
H 0.73 3.71 -1.47
O -0.52 2.36 -3.26
H -0.48 3.07 -2.61
H -1.02 2.86 -3.95
O 3.80 -0.23 -0.36
H 3.05 -0.85 -0.55
H 4.40 -0.84 0.07
O -0.68 -3.97 3.28
H -1.42 -3.39 3.50
H 0.07 -3.36 3.25
O 0.04 0.05 -4.17
H 0.80 0.59 -3.94
H -0.77 0.54 -4.03
*
```

Results
SMILES: Cc1ccc(O)cc1.O.O.O.O.O.O.O.O.O.O
frontier orbital gap: 8.145 eV

Which of them is least stable? Easy: #w.

#w
Density functional theory data (ωB97M-V/def2-TZVPD) for a 2-piece molecular cluster, C3H10NO overall.

```
! RIJCOSX wB97M-V def2-TZVPD def2/J DEFGRID3
* xyz 1 1
C 0.25 1.04 1.22
C -0.11 0.94 -0.26
C -1.02 1.71 -0.81
N 0.39 -0.28 -0.92
H 0.79 1.94 1.45
H -0.63 0.96 1.84
H 0.85 0.19 1.55
H -1.38 1.57 -1.82
H -1.39 2.58 -0.27
H 1.17 -0.06 -1.54
H -0.34 -0.71 -1.51
H 0.65 -1.03 -0.23
H -0.43 -3.15 0.49
H 0.77 -2.75 1.41
O 0.29 -2.50 0.61
*
```

Results
frontier orbital gap: 11.251 eV

#x
Density functional theory data (ωB97M-V/def2-TZVPD) for a 2-piece molecular cluster, C3H10NO overall.

```
! RIJCOSX wB97M-V def2-TZVPD def2/J DEFGRID3
* xyz 1 1
C -1.60 1.62 -1.73
N -1.25 1.73 -0.50
H -2.40 2.27 -2.09
H -1.37 0.69 -2.22
H -0.13 0.97 -0.13
H -1.03 2.67 -0.17
C 0.13 -0.92 0.78
O 0.72 0.45 0.41
C 1.36 -1.84 0.96
H -0.44 -0.87 1.71
H -0.55 -1.09 -0.06
H 1.63 0.48 0.06
H 2.10 -1.11 1.26
H 1.16 -2.67 1.65
H 1.68 -2.39 0.09
*
```

Results
frontier orbital gap: 11.291 eV

Which of them is least stable? Easy: #x.

#w
Density functional theory data (ωB97M-V/def2-TZVPD) for a 2-piece molecular cluster, C3H10NO overall.

```
! RIJCOSX wB97M-V def2-TZVPD def2/J DEFGRID3
* xyz 1 1
O 0.81 0.65 1.42
C 1.96 0.23 0.75
C 1.66 0.10 -0.86
N 0.49 -0.48 -0.95
C -2.91 -0.15 0.17
H 0.04 0.55 0.85
H 2.69 1.02 0.86
H 2.33 -0.71 1.16
H 2.42 -0.41 -1.44
H 1.63 1.16 -1.18
H 0.60 -1.38 -1.44
H -3.74 -0.84 0.04
H -2.67 -0.11 1.23
H -3.24 0.83 -0.17
H -2.06 -0.47 -0.43
*
```

Results
frontier orbital gap: 7.002 eV

#x
Density functional theory data (ωB97M-V/def2-TZVPD) for a 2-piece molecular cluster, C3H10NO overall.

```
! RIJCOSX wB97M-V def2-TZVPD def2/J DEFGRID3
* xyz 1 1
C 2.96 -0.54 -0.51
C 1.44 -0.75 -0.57
C 0.61 0.20 -0.11
N -0.64 -0.30 0.67
H 3.23 0.07 0.31
H 3.47 0.05 -1.40
H 3.42 -1.40 -0.15
H 1.24 -1.80 -1.00
H 0.96 1.25 0.15
H -1.32 0.34 1.15
H -0.52 -1.01 1.32
H -1.19 -0.74 -0.15
H -4.31 1.01 0.60
H -3.08 1.16 -0.62
O -3.44 1.22 0.28
*
```

Results
frontier orbital gap: 10.540 eV

Which of them is least stable? Easy: #w.

#w
Density functional theory data (ωB97M-V/def2-TZVPD) for a 2-piece molecular cluster, C3H10NO overall.

```
! RIJCOSX wB97M-V def2-TZVPD def2/J DEFGRID3
* xyz 1 1
C -2.85 -1.67 -4.48
N -1.97 -1.80 -3.28
H -2.32 -1.15 -5.28
H -3.08 -2.66 -4.85
H -3.75 -1.13 -4.26
H -1.01 -1.97 -3.57
H -2.30 -2.52 -2.62
H -1.97 -0.94 -2.73
O 1.77 1.27 3.07
C 2.06 1.51 4.22
C 3.26 2.34 4.61
H 1.45 1.14 5.05
H 3.13 3.39 4.37
H 4.14 1.98 4.07
H 3.44 2.22 5.67
*
```

Results
frontier orbital gap: 7.423 eV

#x
Density functional theory data (ωB97M-V/def2-TZVPD) for a 2-piece molecular cluster, C3H10NO overall.

```
! RIJCOSX wB97M-V def2-TZVPD def2/J DEFGRID3
* xyz 1 1
C 2.60 -0.03 -0.61
N 1.69 -0.23 0.26
H 3.32 -0.82 -0.81
H 2.57 0.97 -1.02
H 0.83 0.35 0.45
H 1.59 -1.15 0.69
C -1.88 0.33 0.08
O -0.66 1.15 0.24
C -1.53 -1.16 0.06
H -2.60 0.64 0.85
H -2.45 0.70 -0.77
H -0.49 1.38 -0.67
H -0.90 -1.53 0.91
H -2.46 -1.74 0.11
H -1.02 -1.53 -0.85
*
```

Results
frontier orbital gap: 9.964 eV

Which of them is least stable? Easy: #x.

#w
Density functional theory data (ωB97M-V/def2-TZVPD) for a 2-piece molecular cluster, C3H10NO overall.

```
! RIJCOSX wB97M-V def2-TZVPD def2/J DEFGRID3
* xyz 1 1
C -0.32 0.11 -2.69
C 0.35 0.15 -1.31
C -0.53 0.13 -0.27
N 0.00 0.63 1.05
H -1.01 0.86 -2.74
H 0.26 0.39 -3.62
H -1.07 -0.66 -2.98
H 1.42 0.14 -1.25
H -1.45 -0.37 -0.17
H -0.64 1.33 1.34
H 0.10 -0.01 1.89
H 0.90 1.10 0.93
H 0.07 -1.73 3.46
H 1.36 -1.01 3.45
O 0.57 -1.06 2.91
*
```

Results
frontier orbital gap: 10.642 eV

#x
Density functional theory data (ωB97M-V/def2-TZVPD) for a 2-piece molecular cluster, C3H10NO overall.

```
! RIJCOSX wB97M-V def2-TZVPD def2/J DEFGRID3
* xyz 1 1
C -1.77 0.88 0.31
C 0.67 -0.62 -0.23
C 1.79 0.21 0.27
O 2.64 0.21 -0.86
N -2.03 -0.58 0.36
H -1.92 1.24 -0.71
H -2.44 1.42 0.97
H 0.57 -1.64 0.10
H 0.38 -0.43 -1.26
H 1.55 1.27 0.41
H 2.24 -0.23 1.14
H 2.76 -0.69 -1.22
H -0.75 1.11 0.62
H -1.27 -1.21 0.61
H -2.42 -0.95 -0.50
*
```

Results
frontier orbital gap: 6.329 eV

Which of them is least stable? Easy: #x.

#w
Density functional theory data (ωB97M-V/def2-TZVPD) for a 2-piece molecular cluster, C6H12N overall.

```
! RIJCOSX wB97M-V def2-TZVPD def2/J DEFGRID3
* xyz 2 2
C 1.61 -0.97 1.02
C -0.32 -0.79 2.52
N 0.29 -0.48 1.45
H 2.24 -0.12 0.76
H 1.47 -1.59 0.13
H 2.04 -1.57 1.81
H 0.12 -1.50 3.20
H -1.28 -0.34 2.76
H -0.18 0.14 0.78
C -1.78 -0.70 -1.59
C -1.26 0.57 -1.40
C 0.12 0.84 -1.44
C 0.58 2.12 -1.21
H -1.12 -1.54 -1.79
H -2.85 -0.89 -1.64
H -1.93 1.41 -1.29
H 0.79 0.03 -1.74
H 1.61 2.44 -1.25
H -0.13 2.94 -1.08
*
```

Results
frontier orbital gap (spin up / spin down): 9.862 / 8.906 eV

#x
Density functional theory data (ωB97M-V/def2-TZVPD) for an isolated ion of composition C6H12N and charge +2.

```
! RIJCOSX wB97M-V def2-TZVPD def2/J DEFGRID3
* xyz 2 2
C 1.90 0.58 -1.00
C 0.46 0.70 -1.62
C -0.52 0.73 -0.49
C -1.07 -0.36 0.18
C -1.74 -0.23 1.48
C -2.98 -0.68 1.66
N 2.17 -0.56 0.05
H 2.79 0.56 -1.67
H 2.06 1.55 -0.39
H 0.33 -0.24 -2.33
H 0.22 1.55 -2.24
H -0.66 1.75 -0.04
H -1.32 -1.23 -0.45
H -1.13 -0.08 2.39
H -3.59 -1.08 0.92
H -3.42 -0.44 2.56
H 2.13 -1.57 -0.26
H 3.01 -0.42 0.60
H 1.36 -0.49 0.66
*
```

Results
frontier orbital gap (spin up / spin down): 10.299 / 7.191 eV

Which of them is least stable? Easy: #x.